1.
{"formula": "C53H53ClIN2O3P2PbSSi2", "method": "ωB97M-V/def2-TZVPD", "elements": ["Pb", "Cl", "C", "C", "C", "I", "C", "O", "C", "N", "C", "C", "C", "C", "H", "H", "H", "H", "C", "Si", "C", "C", "C", "C", "C", "C", "C", "C", "N", "Si", "C", "C", "C", "H", "H", "H", "H", "H", "H", "H", "H", "H", "H", "H", "H", "H", "H", "H", "H", "H", "H", "H", "H", "H", "H", "O", "C", "O", "C", "C", "C", "C", "S", "C", "C", "H", "H", "H", "H", "H", "C", "P", "C", "C", "C", "C", "C", "C", "C", "C", "C", "C", "C", "C", "P", "C", "C", "C", "C", "C", "C", "C", "C", "C", "C", "C", "C", "H", "H", "H", "H", "H", "H", "H", "H", "H", "H", "H", "H", "H", "H", "H", "H", "H", "H", "H", "H", "H", "H"], "xyz": [[-1.0612, 0.4594, 0.6902], [-0.1395, 4.5969, 6.7685], [0.1574, 3.5722, 5.3875], [1.3706, 2.9408, 5.2766], [1.6360, 2.1390, 4.1747], [3.5187, 1.2211, 4.0082], [0.7157, 1.8732, 3.1396], [0.9791, 1.1320, 2.1437], [-0.5768, 2.5242, 3.3123], [-1.5244, 2.2790, 2.3736], [-2.6881, 2.8855, 2.4381], [-3.0138, 3.7855, 3.4614], [-2.1002, 4.0278, 4.4478], [-0.8384, 3.3952, 4.4090], [2.1193, 3.0721, 6.0454], [-3.3922, 2.6602, 1.6448], [-3.9844, 4.2619, 3.4672], [-2.3243, 4.6999, 5.2647], [-2.9327, 0.0128, 4.6909], [-3.4785, -1.0086, 3.1862], [-4.7751, -0.0910, 2.1581], [-4.4561, -2.4902, 3.8941], [-2.0026, -1.4721, 2.1113], [-2.5189, -2.1768, 0.9101], [-3.0117, -3.4925, 0.8816], [-3.5093, -4.0106, -0.2967], [-3.5550, -3.2124, -1.4362], [-3.0535, -1.9293, -1.3365], [-2.5206, -1.4538, -0.2182], [-0.6321, -2.4646, 2.9331], [-1.1461, -4.0291, 3.9004], [0.3336, -1.4426, 4.1924], [0.5348, -3.0664, 1.5679], [-3.6850, 0.7597, 4.9542], [-1.9968, 0.5400, 4.4985], [-2.7786, -0.6283, 5.5613], [-5.4208, 0.5460, 2.7666], [-5.4085, -0.8035, 1.6242], [-4.3101, 0.5365, 1.4001], [-5.3809, -2.1461, 4.3644], [-3.8907, -3.0415, 4.6469], [-4.7335, -3.1947, 3.1071], [-3.0105, -4.0740, 1.7928], [-3.8764, -5.0299, -0.3306], [-3.9510, -3.5839, -2.3714], [-3.0904, -1.2348, -2.1663], [-1.9432, -3.8109, 4.6126], [-0.2966, -4.4160, 4.4680], [-1.4976, -4.8325, 3.2494], [-0.3107, -1.0880, 4.9995], [0.7778, -0.5710, 3.7113], [1.1419, -2.0294, 4.6348], [-0.0261, -3.5131, 0.7425], [1.2392, -3.8140, 1.9366], [1.1139, -2.2356, 1.1571], [-3.7437, 7.3933, -3.9038], [-3.4662, 6.1700, -4.4285], [-3.4222, 6.0544, -5.6255], [-3.2593, 5.0616, -3.4752], [-3.2787, 3.7559, -3.9761], [-3.1885, 2.6708, -3.1331], [-3.0679, 2.8433, -1.7441], [-3.2515, 1.4680, -0.6937], [-2.9485, 4.1523, -1.2577], [-3.0592, 5.2358, -2.1029], [-3.8142, 7.3387, -2.9453], [-3.3984, 3.6222, -5.0433], [-3.2385, 1.6624, -3.5234], [-2.7995, 4.2982, -0.1954], [-2.9626, 6.2278, -1.6695], [3.5085, 0.4660, -2.2670], [1.9245, 0.3305, -1.2379], [1.0798, -0.9881, -2.2082], [-0.0400, -0.7935, -3.0156], [-0.6091, -1.8631, -3.6925], [-0.1034, -3.1442, -3.5429], [0.9733, -3.3571, -2.6957], [1.5569, -2.2887, -2.0355], [1.2532, 1.8921, -1.9453], [1.0955, 2.1517, -3.3055], [0.7069, 3.4087, -3.7410], [0.4765, 4.4226, -2.8233], [0.6380, 4.1784, -1.4688], [1.0318, 2.9232, -1.0323], [5.1213, -0.3407, -1.7685], [4.7081, -1.6156, -0.5085], [4.3113, -1.1455, 0.7470], [4.1231, -2.0238, 1.8018], [4.3511, -3.3803, 1.6275], [4.7455, -3.8579, 0.3881], [4.9207, -2.9836, -0.6753], [5.5649, -1.3928, -3.2084], [4.8885, -1.4985, -4.4178], [5.4275, -2.2322, -5.4678], [6.6434, -2.8785, -5.3252], [7.3221, -2.7992, -4.1158], [6.7943, -2.0510, -3.0792], [3.7467, 1.5309, -2.2559], [3.2614, 0.2052, -3.2946], [-0.4766, 0.1918, -3.1148], [-1.4692, -1.7027, -4.3311], [-0.5612, -3.9748, -4.0655], [1.3536, -4.3589, -2.5364], [2.3873, -2.4643, -1.3678], [1.2707, 1.3696, -4.0341], [0.5895, 3.6051, -4.7996], [0.1632, 5.3981, -3.1700], [0.4595, 4.9676, -0.7483], [1.1815, 2.7233, 0.0247], [4.1495, -0.0855, 0.9017], [3.8051, -1.6432, 2.7639], [4.2151, -4.0646, 2.4555], [4.9160, -4.9179, 0.2424], [5.2072, -3.3777, -1.6402], [3.9291, -1.0205, -4.5634], [4.8924, -2.2964, -6.4071], [7.0682, -3.4336, -6.1517], [8.2676, -3.3110, -3.9867], [7.3330, -1.9679, -2.1415]], "forces_ev_per_angstrom": [[0.65, -0.45, -0.09], [-0.04, 0.06, 0.07], [0.30, -0.05, 0.12], [-0.29, 0.20, 0.04], [0.26, -0.37, -0.28], [-0.21, 0.17, 0.04], [0.33, 0.02, 0.16], [-0.36, 0.18, 0.09], [0.06, 0.20, 0.25], [-0.13, 0.13, 0.06], [-0.01, -0.06, -0.05], [0.06, 0.07, 0.19], [-0.05, -0.04, -0.07], [-0.05, -0.17, -0.23], [0.00, 0.04, 0.00], [0.00, -0.06, -0.02], [-0.01, 0.00, -0.02], [-0.01, 0.00, 0.00], [0.01, -0.04, -0.26], [0.00, 0.03, 0.10], [0.28, -0.07, 0.04], [0.25, 0.07, -0.08], [-0.21, -0.09, 0.45], [-0.01, -0.03, -0.04], [0.04, 0.01, 0.01], [-0.01, 0.01, -0.03], [0.08, -0.04, 0.03], [-0.08, -0.15, -0.10], [-0.34, -0.12, 0.00], [0.31, 0.05, 0.15], [-0.18, 0.16, -0.19], [-0.17, 0.01, -0.24], [-0.18, 0.16, 0.09], [-0.05, -0.02, 0.01], [0.00, 0.02, 0.01], [0.01, -0.03, 0.01], [-0.01, -0.05, 0.09], [-0.01, -0.04, 0.01], [-0.06, 0.09, -0.02], [0.00, 0.09, -0.01], [-0.01, 0.01, 0.01], [-0.04, 0.01, -0.02], [0.01, -0.05, -0.03], [-0.03, 0.01, 0.02], [-0.04, 0.03, 0.00], [0.07, 0.02, -0.06], [0.03, -0.01, 0.04], [0.09, 0.05, -0.04], [0.00, -0.02, -0.02], [0.00, -0.03, 0.04], [0.03, -0.04, -0.01], [-0.01, -0.07, 0.00], [-0.01, -0.03, 0.00], [0.05, 0.00, 0.04], [0.05, 0.07, -0.01], [0.03, 0.11, -0.05], [0.03, 0.10, -0.14], [0.00, 0.01, 0.02], [0.08, -0.25, 0.16], [-0.03, 0.16, -0.06], [0.11, 0.09, 0.08], [-0.10, 0.03, 0.09], [-0.33, -0.03, -0.36], [0.02, -0.06, 0.02], [0.04, 0.12, -0.10], [-0.02, -0.08, 0.03], [-0.01, -0.01, -0.01], [-0.03, 0.00, -0.01], [-0.02, 0.05, 0.00], [-0.01, 0.00, 0.01], [0.22, -0.18, 0.25], [0.41, 0.08, -0.50], [-0.09, 0.06, 0.11], [0.04, 0.01, 0.00], [-0.10, -0.05, -0.04], [-0.03, -0.02, -0.01], [0.05, -0.06, 0.01], [-0.02, 0.06, -0.05], [-0.12, -0.02, 0.25], [-0.05, 0.04, -0.04], [0.03, -0.04, -0.06], [-0.06, 0.05, 0.06], [0.00, 0.14, 0.01], [-0.03, -0.17, 0.01], [-0.40, -0.08, -0.05], [0.10, 0.06, 0.02], [0.06, -0.06, -0.08], [-0.04, 0.03, 0.06], [-0.02, -0.05, 0.02], [-0.01, -0.05, -0.02], [-0.14, 0.05, 0.03], [0.21, 0.10, 0.07], [-0.05, -0.05, 0.05], [0.02, -0.04, -0.09], [0.01, -0.02, -0.02], [0.02, 0.00, 0.03], [-0.05, 0.04, -0.07], [-0.06, -0.02, -0.04], [0.01, 0.05, 0.01], [-0.02, -0.01, 0.01], [-0.02, 0.06, 0.01], [0.00, 0.00, 0.01], [0.02, 0.01, -0.01], [0.10, -0.06, 0.09], [0.04, 0.00, 0.00], [-0.04, -0.03, 0.00], [-0.02, 0.04, 0.01], [0.00, -0.01, -0.01], [-0.05, 0.02, 0.02], [-0.02, 0.02, 0.06], [-0.04, 0.02, -0.01], [-0.01, 0.00, 0.01], [-0.01, 0.00, 0.00], [0.02, -0.01, -0.01], [0.01, 0.00, 0.00], [-0.03, 0.01, 0.01], [-0.03, -0.03, 0.00], [0.01, 0.02, -0.01], [0.06, 0.00, -0.03]], "lowdin_charge": [1.213, 0.647, -0.626, -0.191, -0.623, 0.914, -0.507, -0.292, -0.153, 0.016, -0.162, -0.042, -0.025, -0.181, 0.087, 0.047, 0.105, 0.085, -0.167, 0.462, -0.181, -0.181, -0.462, -0.462, -0.048, -0.065, -0.070, -0.158, -0.043, 0.455, -0.178, -0.160, -0.158, 0.027, 0.007, 0.028, 0.031, 0.035, -0.071, 0.026, 0.004, 0.016, 0.090, 0.103, 0.096, 0.086, 0.003, 0.024, 0.017, 0.023, -0.012, 0.033, 0.028, 0.025, 0.017, 0.097, -0.493, 0.095, -0.165, -0.022, -0.114, -0.671, 0.554, -0.113, -0.048, 0.080, 0.117, 0.093, 0.093, 0.108, -0.497, 1.021, -0.381, -0.102, -0.101, -0.097, -0.081, -0.101, -0.412, -0.111, -0.076, -0.090, -0.081, -0.119, 1.037, -0.414, -0.136, -0.099, -0.098, -0.090, -0.116, -0.398, -0.086, -0.091, -0.102, -0.093, -0.142, 0.029, 0.012, 0.092, 0.103, 0.098, 0.103, 0.081, 0.102, 0.104, 0.102, 0.106, 0.081, 0.071, 0.054, 0.101, 0.099, 0.092, 0.087, 0.100, 0.096, 0.099, 0.102], "lumo_ha": 0.079, "homo_energy_ev": -4.597, "orbital_gap_ev": 6.8, "total_charge": -1, "de_lowest_kj_mol": 2.81}

2.
{"formula": "C4H13NO2", "method": "ωB97M-V/def2-TZVPD", "elements": ["C", "N", "C", "C", "C", "O", "H", "H", "H", "H", "H", "H", "H", "H", "H", "H", "H", "O", "H", "H"], "xyz": [[-1.7912, -0.7839, 2.0226], [-0.6680, 0.1886, 1.9643], [-0.1439, 0.2741, 0.5947], [1.2311, 0.9110, 0.5590], [1.5923, 1.3410, -0.8454], [2.1232, -0.1125, 1.0133], [-2.2303, -0.7001, 3.0158], [-1.4902, -1.8048, 1.7839], [-2.5507, -0.4459, 1.3178], [0.0621, -0.2591, 2.5064], [-0.0511, -0.7166, 0.1299], [-0.8511, 0.8792, 0.0225], [1.2212, 1.7380, 1.2757], [2.5780, 1.8010, -0.9258], [1.5554, 0.4672, -1.4940], [0.8751, 2.0859, -1.1964], [2.9478, 0.2366, 1.3608], [-1.8171, -1.7230, -4.1818], [-0.9807, -2.0328, -3.8690], [-1.6119, -1.3440, -5.0543]], "forces_ev_per_angstrom": [[0.17, 1.30, 0.03], [-0.03, -1.03, -0.29], [-0.27, 0.18, 0.33], [0.04, -0.19, 0.20], [-0.14, 0.35, -0.06], [0.02, -0.33, 0.22], [-0.01, -0.36, 0.03], [-0.05, -0.13, 0.02], [-0.08, -0.18, -0.08], [0.27, 0.26, 0.18], [-0.07, -0.02, -0.15], [0.06, -0.08, -0.15], [0.12, 0.14, -0.13], [0.08, -0.14, 0.17], [0.02, 0.02, -0.12], [-0.04, -0.07, -0.09], [-0.09, 0.28, -0.10], [-0.58, 0.54, -0.88], [0.80, -0.35, 0.41], [-0.21, -0.19, 0.48]], "lowdin_charge": [-0.130, -0.116, -0.232, -0.443, -0.056, -0.049, 0.071, 0.074, 0.073, 0.089, 0.124, 0.123, 0.143, 0.077, 0.083, 0.081, 0.090, -0.057, 0.012, 0.044], "lumo_ha": 0.029, "homo_energy_ev": -9.019, "orbital_gap_ev": 9.8, "de_lowest_kj_mol": 73.81, "smiles": "CNC[C@H](C)O.O"}

3.
{"formula": "C25H27As2NO8S4Sn", "method": "ωB97M-V/def2-TZVPD", "elements": ["Sn", "C", "C", "C", "C", "C", "C", "C", "C", "C", "S", "C", "N", "H", "H", "H", "H", "H", "H", "H", "H", "S", "C", "S", "S", "C", "O", "C", "O", "C", "C", "As", "C", "C", "C", "As", "C", "C", "O", "O", "C", "C", "O", "O", "C", "C", "O", "O", "C", "H", "H", "H", "H", "H", "H", "H", "H", "H", "H", "H", "H", "H", "H", "H", "H", "H", "H", "H"], "xyz": [[-0.3547, -0.2572, -2.2367], [-2.2728, 1.9774, -3.5338], [-0.8378, 2.3451, -3.7473], [-0.4823, 3.5029, -4.4194], [0.8689, 3.7821, -4.5814], [1.8339, 2.9035, -4.0715], [3.2049, 3.1757, -4.2295], [4.1600, 2.3011, -3.7217], [3.7509, 1.1514, -3.0544], [2.3862, 0.8769, -2.8950], [1.9659, -0.5738, -2.0529], [1.3973, 1.7401, -3.3961], [0.0749, 1.4857, -3.2484], [-2.9510, 2.7204, -3.9652], [-2.4834, 1.9054, -2.4622], [-2.4834, 1.0111, -4.0028], [-1.2339, 4.1772, -4.8108], [1.1668, 4.6848, -5.1054], [3.5335, 4.0706, -4.7489], [5.2183, 2.5065, -3.8410], [4.4967, 0.4670, -2.6571], [0.7563, -1.9844, -6.4173], [0.1990, -1.4996, -4.9742], [0.4570, -2.1465, -3.5007], [-0.7668, -0.2370, -4.6149], [-5.1546, 1.0631, 1.0336], [-4.1109, 0.1626, 1.0729], [-2.8338, 0.4712, 0.7248], [-2.5595, 1.5998, 0.3481], [-1.8126, -0.6108, 0.6800], [-2.0404, -1.8026, 1.2529], [-2.0009, -1.5933, 3.1949], [-2.3767, 0.3025, 3.6281], [-0.0113, -1.3257, 3.1861], [0.7499, -0.7851, 2.1462], [0.0674, -0.2366, 0.3316], [0.2359, 1.6952, 0.7404], [2.2205, -0.4968, 2.2748], [2.8523, -0.1687, 1.2789], [2.8502, -0.5282, 3.4768], [4.1917, -0.2556, 3.6485], [0.5843, -1.8282, 4.4636], [-0.0429, -1.6716, 5.4990], [1.7095, -2.5912, 4.5203], [2.1056, -3.4925, 3.5488], [-1.2692, -3.0447, 0.8438], [-0.6271, -3.0175, -0.1946], [-1.3890, -4.2671, 1.4404], [-2.2169, -4.6575, 2.4717], [-6.0837, 0.5593, 1.3694], [-5.3027, 1.4295, -0.0052], [-4.9464, 1.9216, 1.7071], [-3.4540, 0.5204, 3.4907], [-1.7554, 0.9979, 3.0404], [-2.1353, 0.4646, 4.6982], [-0.2281, 1.9428, 1.7132], [-0.2238, 2.2984, -0.0674], [1.3103, 1.9637, 0.7905], [4.4491, -0.3531, 4.7225], [4.4173, 0.7808, 3.3173], [4.8052, -0.9764, 3.0660], [3.0529, -3.9735, 3.8680], [2.2763, -3.0164, 2.5675], [1.3309, -4.2798, 3.4317], [-2.1679, -5.7617, 2.5645], [-3.2685, -4.3708, 2.2558], [-1.8699, -4.2525, 3.4405], [-0.9317, 1.0999, -1.2929]], "forces_ev_per_angstrom": [[-0.98, -1.16, -1.03], [-0.42, 0.39, 0.11], [0.02, -0.75, 0.98], [1.47, 0.52, -0.35], [-1.30, 0.07, -0.06], [0.30, 0.30, -0.30], [1.07, -0.37, 0.24], [-0.64, 0.67, -0.39], [-0.70, 0.13, -0.14], [1.42, -0.94, 0.69], [3.02, 1.85, 1.30], [0.46, 1.32, -0.61], [1.48, 5.14, -0.31], [0.24, -0.09, 0.05], [-0.12, 0.01, -0.08], [-0.24, 0.33, 0.18], [-0.03, -0.16, 0.08], [0.10, -0.11, 0.06], [-0.22, -0.06, 0.02], [-0.11, 0.03, -0.02], [-0.29, 0.03, -0.02], [0.68, -0.31, -1.12], [-0.54, -0.80, -0.02], [0.78, -6.76, 1.69], [-4.13, 2.07, -4.46], [-1.02, 1.87, -0.32], [2.19, -2.79, 0.23], [-1.05, 2.38, -0.14], [-0.34, -0.77, 0.28], [-0.36, 0.08, 0.51], [0.01, -1.17, 0.73], [-0.73, 0.18, 1.89], [-0.19, 0.50, 0.07], [2.20, 0.77, -2.70], [-1.67, -1.14, 3.04], [1.03, 0.20, 2.40], [0.22, 0.69, -0.15], [2.39, 0.96, -0.99], [-0.84, -0.38, 0.68], [-3.48, -0.53, 0.07], [2.01, 0.52, -0.56], [-0.64, -1.06, 1.33], [0.72, 0.39, -1.07], [-0.88, 1.09, 1.31], [0.14, -1.10, -1.52], [0.31, -0.36, -1.59], [-0.35, -0.01, 1.01], [1.38, 1.21, -1.50], [-1.38, -0.42, 1.53], [0.77, 0.09, -0.19], [0.06, -0.04, 0.65], [-0.19, -0.33, -0.47], [0.65, -0.16, 0.01], [-0.37, -0.25, 0.20], [-0.03, -0.41, -0.59], [0.08, -0.18, -0.64], [0.22, -0.30, 0.68], [-0.48, -0.53, -0.07], [-0.47, -0.02, -0.65], [0.03, -0.64, 0.11], [-0.23, 0.54, 0.27], [-0.64, 0.43, -0.03], [-0.05, -0.24, 0.28], [0.47, 0.30, -0.07], [0.05, 0.64, -0.38], [0.54, -0.10, 0.40], [-0.41, -0.13, -0.39], [-0.96, -1.16, -0.08]], "lowdin_charge": [0.553, -0.091, -0.372, 0.007, 0.026, -0.155, -0.034, -0.069, -0.091, -0.530, 0.588, -0.242, -0.251, 0.095, 0.059, 0.007, 0.119, 0.122, 0.110, 0.107, 0.110, 0.526, -1.814, 0.475, 0.653, -0.076, -0.077, -0.508, 0.055, -0.333, -0.304, 1.344, -0.260, -0.233, -0.199, 1.146, -0.226, -0.481, 0.062, -0.069, -0.062, -0.495, 0.088, -0.052, -0.065, -0.487, 0.048, -0.045, -0.142, 0.107, 0.109, 0.106, 0.034, 0.023, 0.047, 0.042, 0.026, 0.053, 0.109, 0.108, 0.111, 0.112, 0.093, 0.107, 0.106, 0.105, 0.048, 0.019], "lumo_ha": -0.086, "homo_energy_ev": -6.334, "orbital_gap_ev": 4.0}

Record-wise F_max values, in eV Å⁻¹: 0.80; 1.31; 7.01